No. 1
This record from the Open Molecules 2025 dataset describes a molecular structure, C14H56BeN28O18S in a non-equilibrium geometry. The level of theory is wB97M-V/def2-TZVPD.

Geometry as XYZ:
```
118
Properties=species:S:1:pos:R:3
S 3.275 -0.483 -0.573
O -3.454 1.887 3.317
O 0.958 -2.617 2.873
O 0.353 2.820 0.791
O 2.061 -5.601 -1.198
O 4.025 -0.816 -6.252
O -1.174 -1.699 0.536
O 3.144 -0.560 -2.041
O -2.484 1.269 -0.192
O -5.515 0.760 -3.748
O -5.748 -0.376 1.698
O 2.009 -0.212 0.106
O -0.197 1.992 -1.974
O 4.554 5.361 -0.116
O -0.493 -0.726 -1.985
O -0.505 0.550 2.433
O 4.199 0.599 -0.262
O 3.805 -1.754 -0.120
O 3.773 1.149 4.330
N 3.586 -4.503 -0.146
N 1.275 4.605 -0.101
N 3.031 -0.183 2.728
N -5.341 -0.880 -0.410
N -5.959 -2.410 0.929
N -2.856 1.094 5.214
N -3.388 3.090 -1.030
N 1.895 1.768 -2.929
N 0.360 -0.459 4.287
N -3.265 0.992 -3.900
N -4.484 2.111 0.556
N 4.056 3.409 -0.944
N 1.853 -3.436 -0.731
N -2.532 -2.249 2.166
N 1.948 3.947 1.873
N 0.720 -4.518 1.911
N -4.439 -0.115 -5.424
N 4.001 1.550 2.108
N 0.811 3.433 -3.315
N -4.614 0.188 4.239
N 4.077 -1.717 -4.245
N -0.117 1.644 4.392
N -1.275 -2.344 -3.250
N -3.130 -2.977 0.268
N 3.121 0.146 -4.506
N 0.171 -4.343 3.982
N 5.859 3.729 0.159
N 0.792 -2.075 -3.204
C 4.797 4.232 -0.227
C -3.434 2.073 -0.219
C -2.205 -2.280 0.964
C 3.697 -0.879 -5.124
C -0.332 -1.694 -2.719
C 2.477 -4.562 -0.788
C 1.170 3.702 0.905
C 0.757 2.318 -2.677
C 0.556 -3.734 2.959
C -0.124 0.548 3.631
C 3.610 0.913 3.162
C -4.478 0.584 -4.361
C -3.614 1.038 4.140
C -5.652 -1.239 0.790
Be -0.151 0.572 0.000
H 4.244 2.419 -1.006
H 3.966 1.293 1.132
H 6.005 2.793 -0.189
H 3.162 3.856 -1.093
H 3.752 -1.546 -3.304
H 2.884 -0.542 1.796
H -3.668 -0.257 -6.060
H -2.450 0.948 -4.495
H 6.524 4.447 0.411
H -4.219 3.660 -0.967
H -2.823 0.256 5.778
H -6.437 -2.717 1.764
H -2.221 -2.162 -2.947
H -3.140 -3.002 -0.741
H -5.752 -2.993 0.131
H 0.647 4.547 -0.889
H 0.889 -3.302 -1.002
H 2.093 3.222 2.562
H -1.954 1.538 5.129
H 1.038 -4.139 1.030
H 2.378 -2.617 -0.460
H -5.348 -0.519 -5.601
H 0.300 -3.903 4.882
H -1.091 -3.284 -3.569
H -0.012 4.018 -3.318
H -3.751 -3.485 0.882
H 3.840 -3.655 0.340
H 2.760 -0.716 3.542
H 1.869 5.419 -0.033
H -2.609 3.191 -1.665
H 2.480 2.255 -3.593
H -0.348 2.575 4.077
H 3.168 0.108 -3.498
H 0.477 -1.312 3.759
H 0.225 1.494 5.331
H 0.951 -3.015 -3.539
H -0.307 -5.231 3.915
H 2.133 0.879 -2.512
H 0.727 -0.450 5.228
H 2.606 4.713 1.878
H 4.031 -5.388 0.053
H -4.627 1.591 1.410
H -5.322 0.192 3.519
H -3.316 1.636 -3.123
H -4.527 -0.503 4.971
H 0.665 -5.515 2.060
H 2.802 0.892 -5.108
H -1.856 -1.609 2.560
H -5.049 2.938 0.423
H -3.512 -2.107 2.363
H -4.937 0.045 -0.369
H 1.552 -1.443 -2.999
H 1.343 3.511 -4.170
H 4.410 -2.591 -4.625
H -4.873 -1.530 -1.025
H 4.414 2.463 2.237
```

Calculated values
Strongest force on any atom ... 9.64 eV/A
ΔE to the lowest compared entry with this formula, charge and spin ... 0.0 kcal per mole
Frontier orbital gap ... 7.91 eV

Löwdin atomic charge list, values in e, 4 entries: 0.30 0.06 0.06 0.04

***

No. 2
This record from the Open Molecules 2025 dataset describes a molecular structure, C39H106F3MnN8O13 in a non-equilibrium geometry. The level of theory is wB97M-V/def2-TZVPD.

Geometry as XYZ:
```
170
Properties=species:S:1:pos:R:3
Mn -2.533 -3.703 -1.153
F 1.048 -0.978 -2.519
F 2.017 -1.959 -0.933
F 1.966 0.088 -1.007
O -1.141 -0.087 -0.845
O -3.656 -2.771 0.552
O -0.399 4.209 4.325
O -3.130 3.625 -3.908
O 5.425 1.710 -3.869
O -3.457 -2.026 -2.313
O -0.986 -2.299 -0.726
O -2.177 7.407 -0.331
O 6.259 -0.830 0.438
O -3.970 1.939 2.170
O 5.034 -6.036 -0.842
O 1.596 4.401 -3.102
O 2.001 -3.665 2.782
N 0.760 4.653 1.936
N 3.558 -2.144 4.799
N -4.472 -4.750 -1.261
N -6.096 3.767 2.643
N -2.050 -4.319 -3.106
N 1.262 -5.582 -1.195
N 0.177 3.759 -5.553
N 7.933 0.982 1.924
C -1.127 4.008 5.558
C 1.150 -0.956 -1.221
C 5.770 0.478 0.881
C 4.287 1.895 -3.035
C -3.013 -2.071 -3.723
C 0.645 3.308 3.970
C -3.883 4.311 -2.897
C 0.783 -4.020 2.080
C 2.480 -6.046 -0.554
C -1.944 2.114 -0.755
C -0.213 -1.140 -0.500
C 6.494 0.863 2.163
C 0.760 3.297 2.490
C -3.041 0.910 2.403
C 3.836 -2.090 3.332
C -6.758 -4.653 -0.495
C -3.119 -2.587 1.823
C -5.456 -3.894 -0.642
C 5.542 -1.443 -0.656
C -4.704 4.164 2.820
C 6.082 2.278 2.678
C -1.807 4.092 -4.188
C -1.422 -3.524 -5.233
C -0.775 1.230 -0.377
C 2.547 -2.432 2.441
C -4.115 -0.789 -1.950
C 1.898 2.437 1.913
C -3.879 2.884 3.210
C 1.273 4.452 -1.750
C -1.032 3.108 -5.075
C -4.935 -3.446 0.702
C 4.927 -3.079 3.037
C -1.824 -3.088 -3.809
C -4.580 5.274 3.847
C 3.755 -5.554 -1.316
C 2.411 -7.578 -0.468
C 5.293 -5.570 0.476
C -0.663 1.858 -4.281
C -2.379 6.184 0.312
H -2.856 3.200 3.412
H 2.791 -2.422 1.378
H -3.737 4.046 -1.850
H 2.913 -1.432 5.109
H 3.691 -5.900 -2.347
H -4.378 4.467 1.825
H 2.946 -2.946 4.850
H 6.060 1.186 0.104
H -3.842 -2.140 2.505
H 5.366 -3.032 2.041
H 5.688 -2.999 3.814
H 8.049 1.828 1.385
H 3.380 -8.037 -0.271
H 0.432 -5.883 -0.703
H -0.680 1.181 0.708
H -1.228 -2.630 -5.825
H -4.950 4.233 -3.104
H -3.364 -0.001 -2.006
H -2.860 1.670 -0.365
H -3.691 5.384 -2.863
H 5.076 2.371 3.087
H -0.958 -2.553 -3.419
H -4.851 -4.334 1.328
H 0.029 2.026 -3.456
H -4.952 -0.516 -2.592
H -1.269 -4.937 -3.273
H -0.418 4.051 6.385
H 1.250 5.141 -3.606
H -4.169 2.507 4.191
H -1.980 8.021 0.379
H -2.785 -3.543 2.227
H 0.215 1.531 -0.719
H 1.310 -4.577 -1.278
H 2.006 1.419 2.288
H 0.524 2.285 4.326
H -4.666 -4.973 -2.227
H -0.220 1.133 -4.964
H 5.316 -4.481 0.501
H 5.223 0.979 -4.457
H -5.530 -3.049 -1.326
H -2.244 -4.025 -5.743
H 0.513 -5.052 2.303
H -5.191 6.153 3.642
H 5.872 -0.925 -1.556
H -3.516 0.290 3.163
H 4.695 0.418 1.049
H -0.040 4.743 -5.488
H -5.638 -2.733 1.133
H -1.624 2.887 -5.964
H 5.799 -2.501 -0.704
H -1.898 3.131 -0.365
H -7.263 -4.793 -1.451
H 2.096 4.923 -1.212
H -6.581 -5.603 0.009
H -1.520 1.439 -3.753
H 0.315 4.960 -1.638
H -6.086 2.945 2.056
H 6.241 2.999 1.876
H 3.448 1.222 -3.208
H 1.819 -1.640 2.618
H 2.008 -7.964 -1.404
H -2.023 5.014 -4.727
H -2.031 1.248 2.634
H 0.430 4.661 0.981
H 3.770 -4.470 -1.425
H 8.297 0.235 1.349
H 2.837 2.968 2.068
H 1.552 3.745 4.387
H 6.717 2.572 3.513
H -3.053 0.348 1.469
H -7.428 -4.047 0.114
H 3.780 2.847 -3.189
H -4.836 4.822 4.805
H 4.071 -1.038 3.172
H 0.782 -3.941 0.993
H -0.200 2.945 2.112
H -4.474 -5.591 -0.703
H -0.001 5.102 2.426
H -3.898 -2.410 -4.261
H -1.568 5.458 0.259
H 4.460 -1.390 -0.534
H -3.548 5.579 4.021
H 6.406 0.127 2.962
H -0.514 -4.124 -5.290
H -2.296 -1.875 1.782
H -2.137 2.227 -1.822
H -3.275 5.654 -0.010
H -2.602 6.368 1.363
H 2.494 -5.647 0.461
H 4.526 -4.087 3.147
H -1.274 4.449 -3.306
H 0.012 -1.043 0.562
H -1.677 3.070 5.493
H 1.780 2.334 0.835
H -2.763 -1.080 -4.102
H 1.683 -7.944 0.256
H -6.581 4.443 2.071
H -2.772 -4.776 -3.645
H 4.490 1.794 -1.969
H -1.797 4.859 5.683
H 0.860 3.735 -4.809
H 4.658 -6.062 1.212
H -4.456 -0.819 -0.915
H -0.083 -3.481 2.467
H 1.092 3.475 -1.304
H 6.269 -5.978 0.741
```

Calculated values
2S+1 ... 6
Strongest force on any atom ... 3.22 eV/A
Net charge ... +1
Frontier orbital gap (alpha / beta) ... 7.21 / 6.79 eV

Löwdin atomic charge list, values in e, 4 entries: 0.99 0.17 0.10 0.13

***

No. 3
This record from the Open Molecules 2025 dataset describes 4 unconnected molecules or ions with the total composition C47H57Cl2F3N2O10Si in a non-equilibrium geometry. The level of theory is wB97M-V/def2-TZVPD.

Geometry as XYZ:
```
122
Properties=species:S:1:pos:R:3
Cl 1.989 -3.686 -1.644
Cl 2.602 -0.111 0.275
Si -0.550 2.710 2.732
F -0.372 -0.242 0.783
F -1.945 -0.028 -0.761
F -1.177 -1.338 -3.074
O 4.448 -2.982 2.184
O 2.815 -4.254 4.970
O -6.979 1.939 0.823
O 0.097 8.985 -1.967
O 2.585 -3.445 -5.601
O -2.328 4.290 -1.756
O -5.015 1.861 -0.355
O 1.250 2.887 -3.616
O 1.375 -9.116 3.430
O 7.460 -0.155 5.498
N 1.184 1.266 -1.925
N -0.354 1.263 -5.146
C 5.966 -0.148 3.681
C 0.173 -1.821 -5.219
C 1.866 -6.324 5.564
C 5.209 -0.859 2.847
C -5.467 0.246 1.568
C -4.899 2.181 -2.756
C -1.818 7.776 -1.321
C 5.941 -2.989 4.001
C 1.503 -7.546 5.177
C -0.635 0.406 -0.440
C 2.687 -5.825 3.221
C -3.124 0.741 -4.094
C 0.897 -1.016 -4.041
C -0.464 7.910 -1.915
C 1.448 -2.754 0.853
C 0.723 1.908 -3.138
C -5.250 1.145 -1.622
C -1.789 5.376 -1.795
C -1.993 1.629 -3.469
C 0.175 6.680 -2.441
C -1.622 0.286 3.960
C 6.769 -0.803 4.739
C -0.099 -1.473 4.993
C -1.445 -1.002 4.642
C 1.705 -8.002 3.782
C 0.941 0.593 4.051
C 1.144 -2.369 -0.655
C 0.151 -3.384 -4.953
C -5.906 1.435 0.621
C -0.144 -0.347 -3.029
C -4.543 1.474 -4.116
C 2.485 -5.370 4.616
C 1.306 -4.049 -5.820
C -2.435 6.596 -1.266
C 6.698 -2.279 4.835
C 2.324 -7.047 2.835
C -0.447 5.505 -2.383
C -0.523 1.056 -3.700
C 0.416 0.016 -1.564
C 1.108 -0.698 4.730
C -0.409 1.054 3.661
C 0.592 3.991 3.619
C 0.205 2.493 0.987
C 5.139 -2.334 2.943
C 1.618 -0.914 -1.065
C -0.783 1.919 -0.101
C -2.300 3.452 2.693
H -3.422 6.477 -0.839
H 7.290 -2.741 5.614
H 1.049 -8.256 5.857
H 1.061 -2.004 1.584
H -2.941 0.413 -5.151
H -2.625 0.680 3.676
H 1.514 -1.818 -3.539
H -4.556 0.263 -1.614
H 0.871 -3.709 1.029
H -0.812 -1.392 -5.511
H -0.007 4.709 4.234
H 2.528 -2.962 1.030
H -0.958 0.690 -5.725
H -4.110 2.885 -2.402
H -5.327 0.704 -4.372
H 3.142 -5.114 2.542
H 2.130 -1.043 5.013
H 5.877 -4.068 4.055
H -3.075 2.759 2.276
H 2.395 -1.053 -1.866
H -6.329 0.839 -1.633
H 0.049 -2.538 -0.850
H 1.164 6.793 -2.869
H -4.893 -0.474 0.932
H 0.612 1.287 -5.458
H 1.166 1.940 1.123
H -2.254 4.344 2.000
H 4.616 -0.395 2.068
H 0.490 3.537 0.651
H -2.270 8.683 -0.941
H 0.235 -3.649 -3.869
H 1.332 -5.163 -5.705
H -5.844 2.771 -2.934
H 2.167 1.085 -2.176
H -6.376 -0.227 2.025
H -0.815 -3.765 -5.392
H -2.258 1.809 -2.401
H -1.822 2.028 0.335
H -0.773 2.612 -0.976
H 1.027 -3.843 -6.893
H 1.651 -0.281 -4.434
H 0.855 -1.676 -6.110
H 1.128 4.580 2.816
H -4.798 0.662 2.376
H -3.291 -0.208 -3.507
H -0.018 -2.470 5.478
H 3.144 -3.985 -5.023
H -4.579 2.214 -4.969
H 2.463 -7.397 1.819
H 1.727 -5.974 6.579
H 1.824 1.237 3.809
H -2.046 2.627 -3.990
H -2.344 -1.625 4.869
H -2.560 3.850 3.711
H 6.029 0.931 3.627
H 1.399 3.480 4.215
H -0.008 4.584 -2.755
```

Calculated values
Strongest force on any atom ... 3.24 eV/A
Frontier orbital gap ... 7.28 eV
SMILES string ... CC(=O)OCCCCC[C@@]1(N)C(=O)N[C@@]([C@@H](Cl)[C@H](C)Cl)(C(F)(F)CC[Si](C)(C)c2ccccc2)[C@]1(F)CCCCO.O=C1C=CC(=O)C=C1.O=C1C=CC(=O)C=C1.O=C1C=CC(=O)C=C1

Löwdin atomic charge list, values in e, 4 entries: 0.60 0.71 0.58 0.03